A cluster of 20 separate species, C69H129N9O11 in total. Source: the Open Molecules 2025 dataset; level of theory: wB97M-V/def2-TZVPD.

The calculation puts the maximum force at 4.04 eV/Å. For the calculated total energy, the calculation gives -109575.7988 eV. As for the total charge: 0. The calculation puts the HOMO energy at -9.432 eV. As for the orbital gap: 0.3504 hartree.

Each atom is followed by the atoms it is bonded to, with distances in Å.
CARTESIAN COORDINATES (ANGSTROEM)
1 O -1.867 -1.583 -8.164  C22 1.227
2 O -5.160 2.196 -1.855  C57 1.235
3 O -4.956 -2.462 0.306  C85 1.206
4 O -2.406 -4.801 2.844  C23 1.187
5 O -1.979 -0.655 5.476  C42 1.238
6 O -4.179 6.145 1.854  C56 1.235
7 O -1.997 2.167 3.055  C65 1.229
8 O -1.267 -3.342 -3.069  C87 1.233
9 O 4.525 4.810 3.252  C30 1.221
10 O 0.316 -1.360 0.708  C50 1.195
11 O 1.994 -4.584 5.571  C40 1.271
12 N 4.919 -6.772 -0.573  C76 1.150
13 N 0.215 2.872 -3.106  C26 1.147
14 N 7.882 0.560 2.493  C61 1.157
15 N -8.875 1.136 -4.876  C70 1.155
16 N 7.470 -0.506 -0.500  C53 1.160
17 N -0.689 6.459 -2.322  C69 1.163
18 N 2.530 3.288 -6.429  C73 1.134
19 N 4.352 1.091 -2.202  C46 1.169
20 N 3.167 -0.402 3.649  C29 1.140
21 C -1.103 0.118 -0.483  C50 1.498, H91 1.090, H108 1.090, H168 1.090
22 C -1.117 -1.951 -7.265  O1 1.227, C37 1.501, C45 1.517
23 C -3.526 -5.131 2.627  O4 1.187, C48 1.508, C77 1.506
24 C -3.644 1.110 -3.349  C57 1.522, H105 1.090, H167 1.090, H212 1.090
25 C 2.347 -1.289 -4.027  C52 1.543, C71 1.565, H137 1.090, H185 1.090
26 C 1.121 3.575 -3.078  N13 1.147, C36 1.474
27 C -0.750 3.444 -8.337  C67 1.516, H193 1.090, H194 1.090, H207 1.090
28 C 2.727 3.599 4.126  C30 1.467, H131 1.090, H196 1.090, H211 1.090
29 C 3.535 -0.965 4.569  N20 1.140, C44 1.477
30 C 4.138 3.772 3.766  O9 1.221, C28 1.467, C89 1.490
31 C -4.048 1.553 4.194  C65 1.531, H110 1.090, H144 1.090, H159 1.090
32 C 1.424 -6.260 -0.568  C35 1.510, C54 1.548, H150 1.090, H190 1.090
33 C 2.657 4.147 -0.452  C75 1.561, H99 1.090, H107 1.090, H177 1.090
34 C -0.715 6.323 1.230  C51 1.537, C86 1.548, H202 1.090, H213 1.090
35 C 1.574 -4.764 -0.424  C32 1.510, H119 1.090, H183 1.090, H199 1.090
36 C 2.277 4.486 -3.018  C26 1.474, C75 1.552, H138 1.090, H179 1.090
37 C -0.047 -2.982 -7.486  C22 1.501, H94 1.090, H125 1.090, H136 1.090
38 C -0.330 -1.495 3.945  C42 1.490, H123 1.090, H140 1.090, H154 1.090
39 C -6.373 -1.309 -3.139  C47 1.499, H139 1.090, H142 1.090, H158 1.090
40 C 1.393 -4.986 4.525  O11 1.271, C49 1.513, C59 1.534
41 C 1.110 0.856 0.537  C50 1.507, H146 1.090, H170 1.090, H184 1.090
42 C -1.284 -1.602 5.085  O5 1.238, C38 1.490, C62 1.463
43 C -3.550 -1.443 1.843  C85 1.475, H127 1.090, H129 1.090, H209 1.090
44 C 4.061 -1.696 5.739  C29 1.477, C83 1.581, H160 1.090, H175 1.090
45 C -1.329 -1.562 -5.815  C22 1.517, H122 1.090, H182 1.090, H187 1.090
46 C 3.680 0.682 -3.067  N19 1.169, C71 1.482
47 C -7.684 -1.907 -3.553  C39 1.499, C81 1.581, H113 1.090, H189 1.090
48 C -3.961 -5.715 1.306  C23 1.508, H188 1.090, H191 1.090, H215 1.090
49 C 1.657 -4.257 3.226  C40 1.513, H171 1.090, H186 1.090, H203 1.090
50 C 0.112 -0.251 0.313  O10 1.195, C21 1.498, C41 1.507
51 C -1.579 6.934 0.115  C34 1.537, C69 1.475, H96 1.090, H97 1.090
52 C 1.562 -1.448 -2.708  C25 1.543, H155 1.090, H172 1.090, H201 1.090
53 C 6.469 -0.568 0.082  N16 1.160, C78 1.462
54 C 2.505 -6.862 -1.497  C32 1.548, C76 1.437, H114 1.090, H118 1.090
55 C -5.870 4.816 3.006  C56 1.531, H134 1.090, H153 1.090, H192 1.090
56 C -4.859 5.115 1.896  O6 1.235, C55 1.531, C68 1.515
57 C -4.081 2.259 -2.452  O2 1.235, C24 1.522, C60 1.522
58 C 0.085 2.327 -6.331  C67 1.521, C73 1.496, H147 1.090, H156 1.090
59 C 0.472 -6.211 4.507  C40 1.534, H130 1.090, H164 1.090, H180 1.090
60 C -3.195 3.492 -2.353  C57 1.522, H143 1.090, H165 1.090, H208 1.090
61 C 8.249 1.586 2.104  N14 1.157, C66 1.465
62 C -1.438 -2.945 5.644  C42 1.463, H116 1.090, H117 1.090, H120 1.090
63 C -2.603 3.679 4.740  C65 1.510, H102 1.090, H112 1.090, H157 1.090
64 C -3.552 -3.113 -2.509  C87 1.479, H109 1.090, H148 1.090, H217 1.090
65 C -2.790 2.396 3.966  O7 1.229, C31 1.531, C63 1.510
66 C 8.676 2.873 1.548  C61 1.465, C79 1.590, H92 1.090, H133 1.090
67 C -0.591 2.091 -7.672  C27 1.516, C58 1.521, H101 1.090, H111 1.090
68 C -4.759 4.103 0.773  C56 1.515, H115 1.090, H141 1.090, H149 1.090
69 C -1.085 6.698 -1.254  N17 1.163, C51 1.475
70 C -8.523 0.037 -4.887  N15 1.155, C81 1.462
71 C 2.788 0.207 -4.151  C25 1.565, C46 1.482, H145 1.090, H176 1.090
72 C -5.272 -0.099 0.509  C85 1.515, H121 1.090, H124 1.090, H197 1.090
73 C 1.471 2.883 -6.405  N18 1.134, C58 1.496
74 C 6.474 -1.431 5.095  C83 1.493, H98 1.090, H161 1.090, H162 1.090
75 C 2.588 5.147 -1.649  C33 1.561, C36 1.552, H106 1.090, H174 1.090
76 C 3.839 -6.812 -0.965  N12 1.150, C54 1.437
77 C -4.385 -5.333 3.847  C23 1.506, H135 1.090, H195 1.090, H206 1.090
78 C 5.219 -0.587 0.840  C53 1.462, C84 1.501, H100 1.090, H198 1.090
79 C 7.996 3.256 0.162  C66 1.590, C82 1.575, H181 1.090, H200 1.090
80 C -1.592 -3.654 -0.755  C87 1.558, H128 1.090, H132 1.090, H216 1.090
81 C -8.148 -1.374 -4.968  C47 1.581, C70 1.462, H90 1.090, H173 1.090
82 C 6.427 3.370 0.243  C79 1.575, H93 1.090, H163 1.090, H166 1.090
83 C 5.483 -1.163 6.179  C44 1.581, C74 1.493, H169 1.090, H214 1.090
84 C 4.530 -1.921 0.845  C78 1.501, C88 1.517, H151 1.090, H210 1.090
85 C -4.643 -1.434 0.852  O3 1.206, C43 1.475, C72 1.515
86 C -0.813 4.781 1.144  C34 1.548, H178 1.090, H204 1.090, H205 1.090
87 C -2.127 -3.344 -2.186  O8 1.233, C64 1.479, C80 1.558
88 C 5.392 -2.994 1.482  C84 1.517, H95 1.090, H103 1.090, H126 1.090
89 C 5.170 2.770 4.152  C30 1.490, H104 1.090, H152 1.090, H218 1.090
90 H -9.099 -1.865 -5.172  C81 1.090
91 H -0.779 0.566 -1.422  C21 1.090
92 H 8.490 3.635 2.304  C66 1.090
93 H 5.986 3.783 -0.665  C82 1.090
94 H 0.219 -3.148 -8.529  C37 1.090
95 H 6.144 -3.301 0.755  C88 1.090
96 H -2.607 6.575 0.067  C51 1.090
97 H -1.642 8.022 0.109  C51 1.090
98 H 6.598 -2.506 4.967  C74 1.090
99 H 2.764 4.712 0.474  C33 1.090
100 H 5.398 -0.266 1.866  C78 1.090
101 H -1.547 1.597 -7.495  C67 1.090
102 H -2.687 3.569 5.821  C63 1.090
103 H 4.841 -3.913 1.683  C88 1.090
104 H 4.863 1.817 3.721  C89 1.090
105 H -3.810 1.470 -4.364  C24 1.090
106 H 1.773 5.869 -1.595  C75 1.090
107 H 1.777 3.504 -0.426  C33 1.090
108 H -1.749 -0.734 -0.693  C21 1.090
109 H -4.200 -3.600 -1.780  C64 1.090
110 H -4.914 1.935 3.655  C31 1.090
111 H -0.049 1.351 -8.262  C67 1.090
112 H -3.340 4.380 4.348  C63 1.090
113 H -8.445 -1.647 -2.818  C47 1.090
114 H 2.461 -6.375 -2.471  C54 1.090
115 H -5.774 3.886 0.440  C68 1.090
116 H -0.467 -3.358 5.917  C62 1.090
117 H -2.083 -2.981 6.522  C62 1.090
118 H 2.148 -7.882 -1.637  C54 1.090
119 H 0.925 -4.378 0.363  C35 1.090
120 H -1.901 -3.582 4.891  C62 1.090
121 H -5.931 0.073 1.360  C72 1.090
122 H -1.894 -0.630 -5.814  C45 1.090
123 H 0.708 -1.741 4.170  C38 1.090
124 H -5.913 -0.174 -0.369  C72 1.090
125 H 0.819 -2.716 -6.880  C37 1.090
126 H 5.890 -2.602 2.368  C88 1.090
127 H -2.872 -0.593 1.774  C43 1.090
128 H -0.636 -3.154 -0.601  C80 1.090
129 H -3.882 -1.595 2.870  C43 1.090
130 H 0.776 -6.854 3.681  C59 1.090
131 H 2.128 4.497 3.972  C28 1.090
132 H -1.388 -4.723 -0.696  C80 1.090
133 H 9.760 2.839 1.441  C66 1.090
134 H -5.880 3.748 3.228  C55 1.090
135 H -5.167 -4.574 3.812  C77 1.090
136 H -0.368 -3.922 -7.037  C37 1.090
137 H 3.246 -1.902 -3.964  C25 1.090
138 H 3.143 3.907 -3.339  C36 1.090
139 H -6.467 -0.223 -3.121  C39 1.090
140 H -0.358 -0.458 3.609  C38 1.090
141 H -4.222 4.561 -0.057  C68 1.090
142 H -6.019 -1.643 -2.164  C39 1.090
143 H -2.499 3.343 -1.527  C60 1.090
144 H -4.327 1.497 5.247  C31 1.090
145 H 1.882 0.806 -4.243  C71 1.090
146 H 0.687 1.832 0.778  C41 1.090
147 H 0.084 1.374 -5.800  C58 1.090
148 H -3.856 -3.459 -3.497  C64 1.090
149 H -4.222 3.223 1.126  C68 1.090
150 H 0.410 -6.506 -0.882  C32 1.090
151 H 3.699 -1.736 1.524  C84 1.090
152 H 6.153 3.004 3.742  C89 1.090
153 H -5.574 5.453 3.839  C55 1.090
154 H -0.737 -2.099 3.134  C38 1.090
155 H 0.611 -0.918 -2.654  C52 1.090
156 H -0.444 3.068 -5.732  C58 1.090
157 H -1.600 4.086 4.610  C63 1.090
158 H -5.594 -1.652 -3.819  C39 1.090
159 H -4.006 0.544 3.784  C31 1.090
160 H 4.183 -2.740 5.449  C44 1.090
161 H 6.266 -1.030 4.104  C74 1.090
162 H 7.426 -0.999 5.405  C74 1.090
163 H 6.002 2.400 0.500  C82 1.090
164 H 0.574 -6.721 5.465  C59 1.090
165 H -3.818 4.386 -2.306  C60 1.090
166 H 6.294 4.093 1.048  C82 1.090
167 H -4.267 0.250 -3.103  C24 1.090
168 H -1.625 0.864 0.117  C21 1.090
169 H 5.784 -1.646 7.108  C83 1.090
170 H 1.763 1.033 -0.318  C41 1.090
171 H 0.803 -4.280 2.549  C49 1.090
172 H 2.014 -1.034 -1.806  C52 1.090
173 H -7.545 -1.617 -5.843  C81 1.090
174 H 3.434 5.833 -1.611  C75 1.090
175 H 3.345 -1.727 6.559  C44 1.090
176 H 3.444 0.333 -5.012  C71 1.090
177 H 3.505 3.476 -0.589  C33 1.090
178 H -1.866 4.505 1.213  C86 1.090
179 H 2.125 5.300 -3.728  C36 1.090
180 H -0.578 -5.964 4.347  C59 1.090
181 H 8.321 2.481 -0.531  C79 1.090
182 H -0.386 -1.406 -5.291  C45 1.090
183 H 2.596 -4.392 -0.359  C35 1.090
184 H 1.869 0.614 1.280  C41 1.090
185 H 1.774 -1.629 -4.889  C25 1.090
186 H 2.513 -4.697 2.713  C49 1.090
187 H -1.844 -2.377 -5.307  C45 1.090
188 H -3.980 -6.788 1.497  C48 1.090
189 H -7.589 -2.992 -3.554  C47 1.090
190 H 1.428 -6.704 0.427  C32 1.090
191 H -3.235 -5.583 0.504  C48 1.090
192 H -6.879 5.099 2.704  C55 1.090
193 H 0.176 3.999 -8.486  C27 1.090
194 H -1.274 3.439 -9.293  C27 1.090
195 H -3.798 -5.214 4.758  C77 1.090
196 H 2.280 2.894 3.426  C28 1.090
197 H -4.556 0.702 0.324  C72 1.090
198 H 4.585 0.135 0.326  C78 1.090
199 H 1.163 -4.362 -1.350  C35 1.090
200 H 8.387 4.225 -0.148  C79 1.090
201 H 1.443 -2.523 -2.576  C52 1.090
202 H -1.163 6.584 2.189  C34 1.090
203 H 1.929 -3.237 3.500  C49 1.090
204 H -0.360 4.242 1.976  C86 1.090
205 H -0.353 4.355 0.252  C86 1.090
206 H -4.830 -6.327 3.865  C77 1.090
207 H -1.382 3.990 -7.637  C27 1.090
208 H -2.599 3.716 -3.238  C60 1.090
209 H -2.901 -2.283 1.595  C43 1.090
210 H 4.104 -2.252 -0.102  C84 1.090
211 H 2.574 3.115 5.091  C28 1.090
212 H -2.607 0.828 -3.170  C24 1.090
213 H 0.330 6.633 1.215  C34 1.090
214 H 5.497 -0.091 6.376  C83 1.090
215 H -4.909 -5.241 1.053  C48 1.090
216 H -2.269 -3.388 0.057  C80 1.090
217 H -3.793 -2.050 -2.511  C64 1.090
218 H 5.200 2.768 5.242  C89 1.090